Formula: C39H108O21
Source: OMol25
Level of theory: ωB97M-V/def2-TZVPD

Properties
Energy above the lowest of the compared OMol25 structures with the same formula, charge and spin, kcal per mole: 0.00
DFT total energy, eV: -85189.6431
Strongest force on any atom, eV/A: 2.4
HOMO level, eV: -9.249
Gap between HOMO and LUMO, eV: 9.364

Last column: Mulliken charge in e.
Cartesian coordinates (Å):
C1 -8.473 0.417 12.967  -0.46
C2 -9.169 1.699 12.552  1.35
C3 -9.343 2.623 13.762  -1.90
O1 -8.456 2.366 11.512  0.40
H1 -9.026 0.008 13.817  0.65
H2 -7.434 0.608 13.243  0.07
H3 -8.568 -0.322 12.173  -0.68
H4 -10.123 1.406 12.115  -0.68
H5 -8.419 2.683 14.341  0.43
H6 -10.105 2.260 14.456  0.44
H7 -9.691 3.608 13.447  0.38
H8 -7.556 2.554 11.807  0.00
C4 -3.049 -0.489 7.785  -0.45
C5 -2.508 -0.635 9.184  0.69
C6 -1.073 -0.191 9.353  -1.73
O2 -3.339 0.146 10.082  -0.19
H9 -4.044 -0.943 7.812  -0.39
H10 -2.540 -1.087 7.026  0.64
H11 -3.054 0.557 7.495  0.12
H12 -2.500 -1.666 9.551  0.16
H13 -0.658 -0.410 10.339  0.38
H14 -0.858 0.853 9.114  0.24
H15 -0.441 -0.777 8.676  0.44
H16 -3.101 1.089 9.895  0.07
C7 -8.965 -5.223 3.891  -1.04
C8 -7.565 -5.158 4.503  0.50
C9 -7.688 -5.050 6.026  -0.44
O3 -6.869 -6.326 4.074  -0.59
H17 -9.439 -6.179 4.124  0.30
H18 -8.939 -5.203 2.798  0.48
H19 -9.540 -4.366 4.246  0.03
H20 -7.190 -4.172 4.198  -0.13
H21 -6.708 -5.076 6.508  0.51
H22 -8.263 -5.900 6.399  0.20
H23 -8.134 -4.079 6.235  -0.15
H24 -6.604 -6.159 3.164  0.37
C10 -12.864 2.121 12.053  -0.96
C11 -13.089 2.735 10.668  0.43
C12 -11.907 2.513 9.762  0.01
O4 -14.314 2.234 10.124  -0.58
H25 -12.075 2.603 12.625  0.08
H26 -12.697 1.057 11.878  0.15
H27 -13.795 2.130 12.630  0.52
H28 -13.261 3.822 10.717  0.27
H29 -12.137 2.810 8.739  0.59
H30 -11.627 1.456 9.837  -0.60
H31 -11.013 3.054 10.069  -0.25
H32 -14.993 2.415 10.779  0.34
C13 -4.369 -4.488 10.188  -0.11
C14 -3.985 -4.765 11.649  0.94
C15 -3.741 -6.218 11.988  -1.48
O5 -2.774 -4.052 11.899  -0.63
H33 -3.522 -4.715 9.540  0.37
H34 -4.670 -3.449 10.043  -0.50
H35 -5.221 -5.078 9.827  0.10
H36 -4.726 -4.314 12.328  0.03
H37 -3.393 -6.342 13.012  0.39
H38 -2.951 -6.596 11.335  0.37
H39 -4.659 -6.772 11.790  0.25
H40 -3.004 -3.105 11.932  0.47
C16 -9.489 5.364 10.095  -1.37
C17 -8.412 4.832 9.161  0.49
C18 -7.018 5.045 9.776  -0.14
O6 -8.575 3.439 8.907  -0.26
H41 -9.176 6.378 10.372  0.51
H42 -9.512 4.800 11.029  0.11
H43 -10.488 5.444 9.670  0.26
H44 -8.484 5.377 8.221  0.44
H45 -7.076 5.018 10.867  0.37
H46 -6.643 6.038 9.518  0.51
H47 -6.347 4.274 9.411  -1.11
H48 -8.507 2.934 9.736  0.04
C19 -4.050 4.554 8.100  -1.90
C20 -4.349 3.367 9.014  0.56
C21 -5.332 2.359 8.460  -0.55
O7 -3.091 2.718 9.273  -0.42
H49 -3.589 5.400 8.615  0.47
H50 -4.893 4.947 7.529  0.30
H51 -3.335 4.247 7.329  0.50
H52 -4.740 3.793 9.948  0.32
H53 -6.309 2.849 8.424  0.84
H54 -5.442 1.429 9.016  -0.46
H55 -5.126 2.019 7.442  0.14
H56 -2.453 3.429 9.404  0.28
C22 -8.755 -0.380 9.217  0.34
C23 -7.686 -0.867 8.249  1.00
C24 -6.870 -2.019 8.848  0.25
O8 -8.409 -1.416 7.147  1.56
H57 -9.318 -1.246 9.567  -0.62
H58 -9.439 0.322 8.743  -0.11
H59 -8.250 0.065 10.079  -0.47
H60 -6.985 -0.083 7.966  -0.05
H61 -6.231 -1.756 9.697  -0.31
H62 -6.182 -2.404 8.089  0.53
H63 -7.508 -2.855 9.144  -0.70
H64 -9.069 -2.071 7.426  -1.03
C25 -4.060 -0.365 2.970  -1.59
C26 -5.377 -0.769 3.600  0.74
C27 -5.326 -0.786 5.122  -0.26
O9 -6.338 0.251 3.296  -0.60
H65 -4.162 -0.118 1.910  0.41
H66 -3.315 -1.163 3.004  0.35
H67 -3.640 0.555 3.380  0.34
H68 -5.816 -1.708 3.245  0.11
H69 -4.585 -1.470 5.553  0.34
H70 -6.257 -1.136 5.578  -0.31
H71 -5.112 0.209 5.515  0.08
H72 -7.215 -0.044 3.615  0.45
C28 -8.662 -3.422 12.221  0.97
C29 -9.302 -3.839 13.527  -0.99
O10 -10.039 -5.038 13.310  -0.50
O11 -9.669 -3.100 11.274  -0.14
H73 -8.014 -4.261 11.941  -0.05
H74 -8.041 -2.532 12.291  -0.65
H75 -10.007 -3.063 13.842  0.42
H76 -8.498 -4.006 14.252  0.42
H77 -10.647 -5.143 14.045  0.31
H78 -10.344 -3.803 11.272  0.12
C30 -4.106 -0.651 13.308  -0.92
C31 -5.566 -0.332 12.949  -0.22
O12 -5.625 0.772 12.057  -0.32
O13 -3.434 -1.393 12.327  -0.47
H79 -4.084 -1.173 14.267  0.47
H80 -3.597 0.297 13.517  0.17
H81 -6.103 -0.143 13.880  0.77
H82 -6.049 -1.213 12.514  0.18
H83 -4.954 0.637 11.373  0.12
H84 -3.402 -0.862 11.508  0.23
C32 -11.042 0.181 5.494  0.10
C33 -10.173 -0.452 4.422  -0.43
O14 -8.774 -0.195 4.653  -0.62
O15 -11.246 1.565 5.248  -0.64
H85 -10.660 -0.024 6.497  -0.29
H86 -12.041 -0.262 5.445  0.44
H87 -10.375 0.050 3.474  0.40
H88 -10.277 -1.527 4.241  0.17
H89 -8.570 -0.588 5.523  0.31
H90 -10.441 2.009 5.544  0.32
C34 -7.774 -6.981 10.077  -0.48
C35 -8.827 -5.996 9.557  0.52
O16 -9.895 -6.647 8.897  -0.63
O17 -8.372 -8.017 10.847  -0.62
H91 -7.132 -6.346 10.697  -0.02
H92 -7.164 -7.399 9.275  0.40
H93 -8.429 -5.140 9.017  -0.09
H94 -9.298 -5.617 10.476  0.06
H95 -10.231 -7.380 9.424  0.32
H96 -8.253 -7.729 11.757  0.37
C36 -11.653 -4.643 6.578  -0.69
C37 -11.657 -3.234 7.135  0.07
O18 -10.608 -3.063 8.093  0.67
O19 -12.104 -5.582 7.553  -0.66
H97 -10.636 -4.941 6.312  0.08
H98 -12.285 -4.718 5.690  0.43
H99 -12.572 -2.933 7.650  0.29
H100 -11.480 -2.525 6.324  -0.12
H101 -10.830 -3.440 8.954  -0.59
H102 -11.306 -5.833 8.049  0.44
C38 -12.612 -1.470 10.799  0.30
C39 -13.223 -2.868 10.765  -1.10
O20 -12.262 -3.808 10.277  -0.29
O21 -11.583 -1.211 11.716  -0.41
H103 -13.437 -0.788 11.034  0.47
H104 -12.281 -1.180 9.790  -0.08
H105 -14.145 -2.814 10.184  0.45
H106 -13.422 -3.155 11.806  0.38
H107 -12.712 -4.640 10.085  0.16
H108 -10.907 -1.883 11.465  0.09

---

Formula: C6H4
Source: OMol25
Level of theory: ωB97M-V/def2-TZVPD

Properties
Energy above the lowest of the compared OMol25 structures with the same formula, charge and spin, kcal per mole: 81.97
DFT total energy, eV: -6278.9207
Strongest force on any atom, eV/A: 4.3
HOMO level, eV: -8.501
Gap between HOMO and LUMO, eV: 8.551

Last column: natural (NBO) charge in e.
Cartesian coordinates (Å):
C1 0.032 0.012 1.695  -0.35
C2 0.223 1.699 -0.150  -0.35
C3 0.238 1.235 1.127  0.22
C4 -0.675 -0.435 0.613  -0.02
C5 -0.274 -0.817 -0.724  -0.41
C6 -0.573 0.649 -0.579  0.00
H1 0.189 -0.154 2.722  0.24
H2 0.465 2.548 -0.637  0.23
H3 0.814 -1.172 -1.130  0.18
H4 -0.903 -1.485 -1.283  0.25

---

Formula: CH2O4S2
Source: OMol25
Level of theory: ωB97M-V/def2-TZVPD

Properties
Energy above the lowest of the compared OMol25 structures with the same formula, charge and spin, kcal per mole: 31.23
DFT total energy, eV: -30926.8692
Strongest force on any atom, eV/A: 4.2
HOMO level, eV: -9.762
Gap between HOMO and LUMO, eV: 7.895

Last column: natural (NBO) charge in e.
Cartesian coordinates (Å):
C1 -1.419 -0.423 -0.069  -0.93
O1 -0.540 1.735 1.297  -0.85
O2 -0.382 1.715 -1.162  -0.87
O3 2.135 -2.001 -0.027  -0.80
O4 1.673 0.446 0.247  -0.84
S1 -0.758 1.056 0.040  2.13
S2 2.657 -0.657 0.002  1.64
H1 -1.681 -1.120 0.727  0.26
H2 -1.686 -0.752 -1.054  0.25

---

Question: Number 1 is which compound?
Answer: C39H108O21

---

Question: Which value of energy above the lowest of the compared OMol25 structures with the same formula, charge and spin does entry 1 give?
Answer: 0.00 kcal per mole